# C18H18BrN2O4

A 3-piece molecular cluster, C18H18BrN2O4 overall (ωB97M-V with the def2-TZVPD basis set, OMol25).

The lowest unoccupied orbital energy is -0.1439 Eh. For the calculated total energy, the calculation gives -3680.9007 Ha. As for the highest occupied orbital energy: -12.569 eV. The calculation puts the frontier orbital gap at 8.65 eV.

The geometry in ORCA input format:
```
! RIJCOSX wB97M-V def2-TZVPD def2/J DEFGRID3
* xyz 1 1
C 3.352 1.397 -1.424
C 2.424 0.807 -2.476
C 1.456 1.765 -3.151
Br 2.171 3.578 -3.327
N 0.143 1.852 -2.463
C -0.416 0.939 -1.579
C -1.632 1.409 -1.222
N -1.807 2.598 -1.890
C -0.724 2.847 -2.628
H 3.959 0.583 -1.037
H 2.809 1.795 -0.577
H 4.034 2.132 -1.831
H 3.022 0.342 -3.253
H 1.872 0.006 -1.996
H 1.273 1.468 -4.172
H 0.054 0.037 -1.259
H -2.351 0.990 -0.548
H -2.601 3.215 -1.856
H -0.656 3.724 -3.238
C 2.549 -0.081 2.653
C 2.563 0.328 3.920
C 1.441 1.123 4.487
O 1.456 1.500 5.635
C 0.302 1.441 3.585
C 0.291 1.025 2.322
C 1.411 0.238 1.764
O 1.396 -0.114 0.597
H 3.356 -0.656 2.218
H 3.383 0.108 4.592
H -0.504 2.020 4.017
H -0.524 1.238 1.645
C -1.946 -3.995 -0.722
C -1.513 -2.836 -0.234
C -2.327 -2.053 0.725
O -1.933 -0.989 1.171
C -3.635 -2.614 1.135
C -4.074 -3.772 0.648
C -3.265 -4.555 -0.322
O -3.658 -5.607 -0.768
H -1.368 -4.587 -1.421
H -0.548 -2.422 -0.498
H -4.206 -2.028 1.845
H -5.027 -4.198 0.932
*
```

Mulliken population analysis, charges in e, atoms 1 to 6: -1.23, -0.28, -0.13, -0.14, 0.16, -0.25